[1]
DFT (ωB97M-V/def2-TZVPD) results for an isolated ion of composition C3H3ClNO4 and charge -1 at a distorted geometry.

Properties
**Energy relative to the best compared isomer or geometry (same formula, charge and spin)**: 0.697 eV
**DFT total energy**: -932.0005 Eh
**Total charge**: -1
**E_HOMO**: -4.859 eV
**2S+1**: 1

Each line ends with the natural charge from an NBO analysis.
Cartesian coordinates (Å):
C -1.9640 0.8105 -0.2339  0.8761
C 0.6080 -0.0826 0.2688  -0.3779
C -0.6097 -0.4908 -0.4933  -0.3153
N -1.2462 -1.6072 0.1368  0.5146
O -1.5577 1.6073 0.5419  -0.6933
O -2.9566 0.5764 -0.8414  -0.6665
O -1.9245 -2.3187 -0.6240  -0.4412
O -1.0369 -1.8329 1.3408  -0.4659
Cl 2.1390 -0.6904 -0.4592  -0.1370
H 0.5309 1.0400 0.3904  0.2476
H 0.7253 -0.3956 1.2240  0.2317
H -0.6313 -0.5491 -1.5043  0.2271

---

[2]
DFT (ωB97M-V/def2-TZVPD) results for C15H20FeNO4 as an isolated structure at a distorted geometry.

Properties
**DFT total energy**: -2202.6959 Eh
**Total charge**: -1
**E_HOMO (alpha / beta)**: 0.573 / -4.505 eV
**2S+1**: 5

Each line ends with the Mulliken charge.
Cartesian coordinates (Å):
O -2.5851 -1.0624 -2.7803  -0.4316
C -1.6964 -0.7529 -2.0934  -0.0604
Fe -0.6568 -0.6991 -0.6729  0.4199
C -0.3661 -2.4161 -0.2744  0.2536
O -0.1977 -3.5111 0.0672  -0.2897
C -1.9734 -0.8859 0.4628  -0.0306
O -2.7950 -0.9996 1.2846  -0.3080
C -0.6066 1.1652 -0.0052  0.0147
C -0.4095 1.7524 1.3985  -1.0152
C 0.9085 1.6185 2.2536  -0.5508
C 1.6063 0.2428 2.1488  0.0051
C 1.3991 -0.5283 0.8944  -0.5881
C 1.3717 -0.1039 -0.5273  -0.3704
C 0.5086 0.9869 -0.9345  -1.1339
H -1.5797 1.5644 -0.3728  0.6548
H -0.4622 2.8213 1.1067  0.4942
H -1.3191 1.6411 2.0302  0.1462
H 1.5821 2.4333 1.9251  0.5832
H 0.6493 1.9310 3.2880  -0.0436
H 2.6539 0.1995 2.5764  0.5209
H 1.6712 -1.6030 0.9970  0.3036
H 2.1266 -0.5193 -1.2405  0.3495
H 0.5542 1.5534 -1.8920  0.3811
O -0.7474 -2.7229 2.6487  0.7496
C 0.0979 -3.1649 3.6923  -2.7431
C 1.2910 -2.2168 3.7420  0.4076
C 2.0280 -2.1925 5.1068  -1.1226
C 1.8704 -0.7637 5.6471  -1.6748
C 0.6890 -0.1933 4.8510  -2.4193
N 0.8181 -0.7694 3.4540  1.6983
H -1.4803 -3.3321 2.4688  0.0448
H -0.4812 -3.1806 4.6202  0.5660
H 0.4416 -4.1928 3.5165  0.2567
H 1.9558 -2.5096 2.9253  0.2895
H 1.6056 -2.9252 5.8145  0.2690
H 3.0793 -2.4545 4.9131  0.6942
H 1.6983 -0.6873 6.7357  1.9430
H 2.7945 -0.2091 5.4326  -0.0920
H -0.2621 -0.4897 5.3290  0.4964
H 0.6949 0.8863 4.7941  0.6097
H -0.0664 -0.8914 2.9390  -0.2775

---

[3]
DFT (ωB97M-V/def2-TZVPD) results for a 4-piece molecular cluster, C8H20IO6S overall at a distorted geometry.

Properties
**Energy relative to the best compared isomer or geometry (same formula, charge and spin)**: 0.000 eV
**DFT total energy**: -1464.1580 Eh
**Total charge**: -1
**E_HOMO**: -4.793 eV
**2S+1**: 1

Each line ends with the natural charge from an NBO analysis.
Cartesian coordinates (Å):
I -0.5460 0.7187 1.2867  -0.9115
C 1.7869 -0.4582 -2.2327  -0.4163
C 2.5750 -0.2522 -0.9792  -0.4423
C 3.6722 0.6859 -1.3318  -0.6486
S 2.9235 2.1083 -2.2241  2.0980
O 3.9181 2.5117 -3.2400  -0.9544
O 2.2373 3.0616 -1.3878  -0.8929
C 1.6492 0.9099 -2.9358  -0.6336
H 0.8015 -0.8739 -2.0222  0.2420
H 2.1480 -1.2132 -2.9310  0.1993
H 2.9412 -1.2342 -0.6796  0.2128
H 1.9855 0.0172 -0.1029  0.2702
H 4.3592 0.1504 -1.9870  0.2279
H 4.1708 0.9547 -0.4005  0.2411
H 1.6915 0.8384 -4.0226  0.2303
H 0.7935 1.5234 -2.6539  0.2527
C -3.5777 1.7070 -1.4035  -0.0974
C -2.4783 2.7967 -1.7430  -0.1029
O -1.4609 3.1856 -0.7688  -0.7571
O -3.0229 0.3883 -1.5620  -0.7422
H -4.3906 1.8652 -2.1122  0.1690
H -3.9832 2.0167 -0.4403  0.1730
H -2.9788 3.6832 -2.1326  0.1540
H -1.7801 2.5017 -2.5263  0.1668
H -1.4252 2.4182 -0.1932  0.4810
H -2.3574 0.2589 -0.8824  0.4948
C -1.8603 -3.1876 4.1767  -0.0787
C -0.4339 -3.4593 4.6728  -0.0829
O 0.5216 -3.3204 3.6310  -0.7320
O -2.0475 -1.8855 3.6240  -0.7492
H -2.4334 -3.4887 5.0536  0.1630
H -2.0824 -3.8525 3.3421  0.1632
H -0.4203 -4.4661 5.0904  0.1673
H -0.1783 -2.7568 5.4661  0.1580
H 0.5967 -2.3986 3.3736  0.4773
H -1.3144 -1.4545 3.1785  0.5004

---

[4]
DFT (ωB97M-V/def2-TZVPD) results for C17H23N3O4 in the gas phase.

Properties
**Energy relative to the best compared isomer or geometry (same formula, charge and spin)**: 0.200 eV
**DFT total energy**: -1126.9013 Eh
**E_HOMO**: -9.164 eV
**2S+1**: 1

Each line ends with the natural charge from an NBO analysis.
Cartesian coordinates (Å):
C -5.2625 0.0341 2.0154  -0.6139
C -5.8677 -0.9986 1.0702  -0.4012
C -4.8217 -1.6818 0.1733  -0.4039
C -4.9131 -1.2703 -1.2974  -0.3934
H -4.2831 -1.9341 -1.8974  0.1925
H -5.9403 -1.3909 -1.6453  0.2095
C -4.4800 0.1734 -1.5502  -0.2318
N -3.0731 0.3547 -1.2738  -0.6075
C -2.5997 1.2966 -0.4310  0.6612
O -3.3095 2.0958 0.1464  -0.6151
C -1.1108 1.2911 -0.2598  -0.0738
C -0.3865 0.1113 -0.1902  -0.2723
C 0.9914 0.1565 0.0093  0.2831
C 1.6420 1.3890 0.1244  -0.2237
C 0.9002 2.5687 0.0621  -0.1147
C -0.4636 2.5205 -0.1173  -0.2147
H -1.0561 3.4210 -0.1483  0.2406
H 1.4262 3.5050 0.1652  0.2434
C 3.0951 1.4389 0.3217  0.6799
O 3.7297 2.4651 0.4129  -0.5809
N 3.7220 0.1986 0.4086  -0.4650
C 3.1004 -1.0293 0.2881  0.7952
O 3.6963 -2.0796 0.3496  -0.6197
N 1.7421 -0.9913 0.0939  -0.6120
H 1.2886 -1.8922 0.0205  0.4206
C 5.1631 0.1756 0.6053  -0.2584
C 5.8922 0.0612 -0.7455  -0.0654
O 7.2884 0.0966 -0.6330  -0.5280
C 7.8654 -1.0669 -0.0881  -0.2514
H 7.4896 -1.9660 -0.5895  0.1689
H 8.9377 -0.9794 -0.2537  0.1946
H 7.6763 -1.1556 0.9867  0.1642
H 5.6273 0.9214 -1.3667  0.1940
H 5.5678 -0.8644 -1.2459  0.1689
H 5.4508 1.1052 1.0990  0.2405
H 5.3982 -0.6838 1.2356  0.2256
H -0.8766 -0.8500 -0.2552  0.2118
H -2.4286 -0.2381 -1.7720  0.3945
H -5.0194 0.8635 -0.9002  0.2338
H -4.6845 0.4415 -2.5937  0.1956
H -3.8218 -1.4517 0.5467  0.1955
H -4.9472 -2.7652 0.2257  0.2082
H -6.3805 -1.7553 1.6678  0.2022
H -6.6239 -0.5165 0.4477  0.1916
H -6.0422 0.4907 2.6211  0.2071
H -4.5468 -0.4384 2.6856  0.1969
H -4.7512 0.8233 1.4711  0.2268

---

What did the second record say?
DFT (ωB97M-V/def2-TZVPD) results for C15H20FeNO4 as an isolated structure at a distorted geometry.

Properties
**DFT total energy**: -2202.6959 Eh
**Total charge**: -1
**E_HOMO (alpha / beta)**: 0.573 / -4.505 eV
**2S+1**: 5

Each line ends with the Mulliken charge.
Cartesian coordinates (Å):
O -2.5851 -1.0624 -2.7803  -0.4316
C -1.6964 -0.7529 -2.0934  -0.0604
Fe -0.6568 -0.6991 -0.6729  0.4199
C -0.3661 -2.4161 -0.2744  0.2536
O -0.1977 -3.5111 0.0672  -0.2897
C -1.9734 -0.8859 0.4628  -0.0306
O -2.7950 -0.9996 1.2846  -0.3080
C -0.6066 1.1652 -0.0052  0.0147
C -0.4095 1.7524 1.3985  -1.0152
C 0.9085 1.6185 2.2536  -0.5508
C 1.6063 0.2428 2.1488  0.0051
C 1.3991 -0.5283 0.8944  -0.5881
C 1.3717 -0.1039 -0.5273  -0.3704
C 0.5086 0.9869 -0.9345  -1.1339
H -1.5797 1.5644 -0.3728  0.6548
H -0.4622 2.8213 1.1067  0.4942
H -1.3191 1.6411 2.0302  0.1462
H 1.5821 2.4333 1.9251  0.5832
H 0.6493 1.9310 3.2880  -0.0436
H 2.6539 0.1995 2.5764  0.5209
H 1.6712 -1.6030 0.9970  0.3036
H 2.1266 -0.5193 -1.2405  0.3495
H 0.5542 1.5534 -1.8920  0.3811
O -0.7474 -2.7229 2.6487  0.7496
C 0.0979 -3.1649 3.6923  -2.7431
C 1.2910 -2.2168 3.7420  0.4076
C 2.0280 -2.1925 5.1068  -1.1226
C 1.8704 -0.7637 5.6471  -1.6748
C 0.6890 -0.1933 4.8510  -2.4193
N 0.8181 -0.7694 3.4540  1.6983
H -1.4803 -3.3321 2.4688  0.0448
H -0.4812 -3.1806 4.6202  0.5660
H 0.4416 -4.1928 3.5165  0.2567
H 1.9558 -2.5096 2.9253  0.2895
H 1.6056 -2.9252 5.8145  0.2690
H 3.0793 -2.4545 4.9131  0.6942
H 1.6983 -0.6873 6.7357  1.9430
H 2.7945 -0.2091 5.4326  -0.0920
H -0.2621 -0.4897 5.3290  0.4964
H 0.6949 0.8863 4.7941  0.6097
H -0.0664 -0.8914 2.9390  -0.2775